The following is a quantum chemistry calculation of a 2-piece molecular cluster, C12H14NO2 overall in a non-equilibrium geometry, from OMol25.

Atoms and positions in Å:
C: -1.3588 2.4532 -2.9642
C: -0.6305 -0.4536 -0.7043
C: -1.1684 0.1738 -1.9101
C: -0.8738 1.5502 -1.8577
C: -0.1234 1.7076 -0.7264
C: -0.7158 -1.8857 -0.4771
C: -1.2774 -2.5915 -1.5237
C: -1.7790 -1.9703 -2.6950
C: -1.9159 -0.5845 -2.8378
N: -0.1342 0.6015 0.1218
H: -0.2560 -2.1945 0.4592
H: -1.3141 -3.6791 -1.3434
H: 0.4999 0.4920 0.9807
H: -2.1146 -2.6844 -3.4050
H: 0.5710 2.5508 -0.3313
H: -2.4395 0.0181 -3.5952
H: -2.0104 3.1457 -2.4714
H: -1.9193 1.8698 -3.5926
H: -0.4661 2.8535 -3.4932
C: 1.9964 -0.8467 3.1318
C: 1.7511 -1.5797 1.8310
C: 1.7474 0.7391 3.1485
O: 1.0151 1.1642 2.2480
O: 2.3270 1.4500 3.9690
H: 1.5853 -1.3006 3.9289
H: 3.0003 -0.7753 3.4790
H: 1.8958 -1.0378 0.9398
H: 0.7965 -2.2207 1.6960
H: 2.4621 -2.4329 1.6695

Values from the calculation:
LUMO energy ... 0.122 Eh
Total charge ... -1
M ... 204.25 g/mol
ΔE to the lowest compared entry with this formula, charge and spin ... 198.4 kJ/mol



The following is a quantum chemistry calculation of a 10-piece molecular cluster, C52H134N10O16 overall in a non-equilibrium geometry, from OMol25.

Atoms and positions in Å:
C: 3.1067 0.9761 0.6592
O: 3.2069 2.1816 1.4194
C: 4.0377 3.2026 0.7683
C: 4.2847 4.4358 1.5795
N: 3.0660 5.0138 2.0505
C: 3.3607 6.2169 2.7891
C: 2.2629 6.3067 3.8419
O: 2.0076 5.1571 4.6872
C: 2.9553 4.9405 5.6761
H: 2.5732 0.2820 1.3086
H: 4.0268 0.4380 0.4316
H: 2.5778 1.1071 -0.2849
H: 3.6043 3.4789 -0.1929
H: 5.0339 2.8385 0.5170
H: 4.8691 5.0830 0.9255
H: 4.9311 4.0450 2.3654
H: 2.5711 4.3337 2.6096
H: 3.3405 7.0975 2.1470
H: 4.3758 6.2484 3.1851
H: 1.3606 6.5429 3.2778
H: 2.4645 7.2484 4.3526
H: 3.9180 4.7334 5.2089
H: 2.5747 4.1089 6.2692
H: 3.1187 5.8352 6.2768
C: 4.1283 9.4964 -1.4977
O: 2.8415 8.8144 -1.5542
C: 2.4356 8.0174 -0.3979
C: 1.0241 7.3446 -0.7289
N: 0.6026 6.5958 0.4393
C: -0.6174 5.8767 0.1038
C: -1.1063 5.1442 1.3422
O: -1.0914 3.6965 1.1029
C: -0.0158 2.9524 1.6074
H: 4.9836 8.8207 -1.5025
H: 4.3360 10.0706 -0.5948
H: 4.1924 10.2623 -2.2707
H: 2.4544 8.6869 0.4621
H: 3.1809 7.2532 -0.1773
H: 1.0324 6.7750 -1.6581
H: 0.2598 8.1190 -0.7948
H: 1.3517 6.0469 0.8363
H: -0.3867 5.1829 -0.7046
H: -1.4661 6.4277 -0.3016
H: -2.1642 5.3449 1.5111
H: -0.5947 5.4922 2.2396
H: -0.1911 1.9100 1.3416
H: 0.1448 3.0469 2.6814
H: 0.9513 3.2335 1.1905
C: 0.5062 3.9235 -2.9633
O: -0.6978 3.6700 -3.6718
C: -1.8530 3.3147 -2.8474
C: -3.0241 2.6680 -3.6314
N: -2.4858 1.4097 -4.2351
C: -3.4734 0.7314 -5.0268
C: -2.8523 -0.5261 -5.7854
O: -1.8856 0.0583 -6.6284
C: -1.6075 -0.8082 -7.7231
H: 1.3679 3.9158 -3.6308
H: 0.7124 3.1863 -2.1873
H: 0.3911 4.9035 -2.5003
H: -2.3346 4.2052 -2.4434
H: -1.5135 2.8600 -1.9168
H: -3.4286 3.3355 -4.3924
H: -3.7933 2.3915 -2.9103
H: -1.6880 1.5499 -4.8385
H: -3.8741 1.3575 -5.8240
H: -4.2826 0.3415 -4.4092
H: -3.6384 -1.0224 -6.3544
H: -2.4171 -1.2856 -5.1358
H: -2.4686 -0.8768 -8.3880
H: -1.3333 -1.7652 -7.2793
H: -0.8613 -0.3852 -8.3957
C: -0.1486 -5.2930 11.1454
O: 0.0354 -4.1282 10.3974
C: -1.1469 -3.7644 9.7057
C: -0.8407 -2.5673 8.7412
N: -2.0425 -2.2332 7.9828
C: -1.9312 -0.9331 7.3234
C: -0.9712 -0.9659 6.1156
O: -1.0246 0.2259 5.3859
C: -0.0347 0.4356 4.4596
H: -0.6374 -6.0522 10.5349
H: -0.8056 -5.1420 12.0019
H: 0.8009 -5.7717 11.3853
H: -1.9527 -3.5489 10.4074
H: -1.3733 -4.5985 9.0414
H: -0.0021 -2.8750 8.1166
H: -0.4302 -1.7918 9.3879
H: -2.6692 -2.0381 8.7505
H: -1.7601 -0.0861 7.9877
H: -2.9234 -0.7875 6.8963
H: -1.0665 -1.8622 5.5025
H: 0.0570 -1.0705 6.4619
H: 0.9800 0.4773 4.8556
H: -0.1195 1.4279 4.0166
H: -0.1317 -0.2872 3.6495
C: 1.0728 -1.4132 -4.8893
O: 1.8412 -0.3158 -5.2604
C: 1.0593 0.6843 -5.8864
C: 1.9127 1.9526 -5.9823
N: 2.6648 1.9533 -7.2193
C: 3.4646 3.1669 -7.3208
C: 4.4995 2.9771 -8.4119
O: 5.4230 1.9839 -7.9912
C: 6.2251 1.6152 -9.0957
H: 1.7456 -1.9975 -4.2615
H: 0.8301 -2.0394 -5.7478
H: 0.1610 -1.1586 -4.3490
H: 0.1729 0.8738 -5.2809
H: 0.6901 0.3633 -6.8604
H: 2.6639 1.9230 -5.1930
H: 1.3751 2.8985 -5.9169
H: 3.3180 1.1884 -7.3104
H: 3.9272 3.3289 -6.3472
H: 2.9188 4.0588 -7.6285
H: 5.0222 3.9285 -8.5107
H: 3.9606 2.7100 -9.3210
H: 6.9242 0.8846 -8.6887
H: 6.7717 2.4744 -9.4843
H: 5.7020 1.0558 -9.8713
C: 2.8797 -1.5679 4.2726
O: 1.6261 -2.3520 4.2534
C: 1.5205 -3.2729 3.2280
C: 0.0851 -3.8439 3.0167
N: -0.4598 -4.3540 4.2632
C: 0.1089 -5.6797 4.5513
C: 0.2569 -5.9735 6.0131
O: 1.1786 -5.0977 6.5450
C: 1.6195 -5.4186 7.8169
H: 3.0489 -0.9389 3.3987
H: 3.8006 -2.1266 4.4392
H: 2.8452 -0.8791 5.1167
H: 2.1809 -4.1231 3.3991
H: 1.7952 -2.8453 2.2637
H: 0.0388 -4.6101 2.2428
H: -0.5127 -2.9944 2.6865
H: 0.0079 -3.7159 4.8910
H: 1.0459 -5.8201 4.0123
H: -0.5497 -6.4744 4.2008
H: 0.5800 -7.0134 6.0612
H: -0.6581 -5.8707 6.5964
H: 2.0585 -4.4887 8.1784
H: 2.2247 -6.3179 7.9313
H: 0.7572 -5.6346 8.4477
C: -3.5725 1.8938 2.7455
C: -3.3355 0.9041 1.5853
C: -4.4211 -0.2418 1.5568
O: -4.6306 -0.9746 2.7741
C: -3.4398 -1.6956 3.2468
N: -3.1822 1.6823 0.3855
H: -3.5975 1.3804 3.7067
H: -4.4689 2.5053 2.6424
H: -2.7716 2.6320 2.7875
H: -2.4038 0.3809 1.8003
H: -4.2009 -0.8927 0.7107
H: -5.3832 0.2429 1.3910
H: -2.8623 -2.0999 2.4155
H: -3.6723 -2.4696 3.9783
H: -2.7884 -0.9868 3.7581
H: -2.4452 2.3715 0.4279
H: -2.9443 0.9966 -0.3169
C: -0.0372 0.2645 -1.8174
C: -0.9294 -0.8097 -1.3320
C: -0.4488 -1.2157 0.1162
O: 0.8912 -1.6525 0.2636
C: 1.2346 -2.8476 -0.3637
N: -2.3438 -0.4425 -1.4263
H: -0.2067 0.3880 -2.8870
H: 1.0164 -0.0145 -1.8023
H: -0.2518 1.1857 -1.2756
H: -0.8133 -1.6225 -2.0490
H: -1.1733 -1.9456 0.4776
H: -0.5851 -0.3595 0.7768
H: 0.5670 -3.6338 -0.0111
H: 2.2157 -3.1004 0.0384
H: 1.3209 -2.7718 -1.4476
H: -2.4649 -0.0641 -2.3549
H: -2.8660 -1.3066 -1.3994
C: 0.3246 -4.8777 -2.7428
C: 0.0900 -5.9519 -3.7567
C: -0.1323 -5.3503 -5.2092
O: -1.3575 -4.7914 -5.4398
C: -1.5906 -4.2961 -6.7323
N: 1.3425 -6.7201 -3.6611
H: 1.2797 -4.3817 -2.9155
H: 0.3994 -5.3101 -1.7450
H: -0.4403 -4.1026 -2.7902
H: -0.7196 -6.6260 -3.4771
H: 0.0853 -6.1302 -5.9390
H: 0.6903 -4.6542 -5.3730
H: -0.8091 -3.5750 -6.9718
H: -2.5082 -3.7088 -6.6984
H: -1.5888 -5.0792 -7.4905
H: 1.3335 -7.2754 -2.8175
H: 1.3864 -7.3455 -4.4530
C: -4.5943 -3.3428 -3.7481
C: -4.8600 -4.2540 -2.5357
C: -4.8178 -3.4981 -1.1664
O: -3.5880 -2.9539 -0.8221
C: -2.6130 -3.9042 -0.3403
N: -6.0749 -4.9930 -2.7201
H: -5.4432 -2.7035 -3.9907
H: -4.5140 -3.9734 -4.6335
H: -3.7144 -2.7047 -3.6660
H: -4.0500 -4.9786 -2.4520
H: -5.1817 -4.1013 -0.3346
H: -5.5188 -2.6652 -1.2212
H: -1.6944 -3.7589 -0.9089
H: -2.9034 -4.9507 -0.4329
H: -2.2768 -3.6684 0.6695
H: -5.7165 -5.6476 -3.4006
H: -6.2946 -5.4743 -1.8598

Values from the calculation:
LUMO energy (alpha / beta) ... 0.066 / 0.064 Eh
Total charge ... -1
M ... 1155.70 g/mol
Spin multiplicity ... 2
ΔE to the lowest compared entry with this formula, charge and spin ... 0.0 kJ/mol



The following is a quantum chemistry calculation of C27H28ErN2O4P2S as an isolated structure in a non-equilibrium geometry, from OMol25.

Atoms and positions in Å:
C: 3.3027 2.3942 -2.6022
C: 2.3497 2.4131 -1.5936
C: 1.0400 2.8853 -1.8979
C: 0.6921 3.2765 -3.2517
C: 1.7128 3.2361 -4.2369
C: 2.9930 2.8127 -3.9080
C: -0.6379 3.6426 -3.5000
C: -1.6030 3.6194 -2.4838
C: -1.1687 3.2365 -1.1543
C: -2.1031 3.1416 -0.0819
C: -3.4351 3.4448 -0.3300
C: -3.8673 3.8387 -1.6087
C: -2.9769 3.9239 -2.6702
H: 4.3043 2.0352 -2.3690
H: 1.4682 3.5402 -5.2600
H: 3.7691 2.7906 -4.6727
H: -0.9277 3.9518 -4.5045
H: -4.1503 3.3688 0.4878
H: -4.9197 4.0743 -1.7661
H: -3.3190 4.2211 -3.6672
N: 0.1169 2.9066 -0.9152
Er: -0.1426 -0.7162 -0.2041
C: 2.6182 1.8825 -0.1953
H: 2.0512 2.4712 0.5393
H: 3.6813 1.8868 0.0354
C: -1.5934 2.6530 1.2626
H: -0.5863 3.0563 1.4377
H: -2.2696 2.9349 2.0702
P: 2.1654 0.1587 0.0341
P: -1.4593 0.8452 1.4122
C: -3.1761 0.2969 1.5142
H: -3.2259 -0.7791 1.7246
H: -3.6520 0.8555 2.3270
H: -3.6957 0.4901 0.5718
C: -0.7962 0.6315 3.0766
H: -1.4795 1.1346 3.7661
H: -0.7264 -0.4298 3.3402
H: 0.1991 1.0804 3.1508
C: 3.1843 -0.7700 -1.1250
H: 4.2188 -0.4684 -0.9414
H: 3.0745 -1.8490 -0.9733
H: 2.9021 -0.5383 -2.1574
C: 2.7657 -0.2803 1.6677
H: 2.5795 -1.3304 1.9032
H: 3.8426 -0.0980 1.6577
H: 2.2883 0.3411 2.4309
C: -1.9249 -1.2809 -1.1013
O: -2.8615 -1.6926 -1.6525
H: -0.4043 0.6122 -1.5637
O: -1.6511 -2.3087 2.2662
C: -0.6702 -2.9445 1.8783
N: 0.3300 -2.4433 1.0602
S: 1.4169 -3.6103 0.4632
O: 1.2269 -3.6368 -0.9643
O: 2.7477 -3.3509 0.9524
C: 0.5714 -4.9124 1.3614
C: 0.8236 -6.2933 1.3675
C: -0.0135 -7.1410 2.1166
C: -1.0904 -6.6011 2.8457
C: -1.3375 -5.2298 2.8342
C: -0.4719 -4.3929 2.0943
H: 1.6532 -6.6978 0.7872
H: 0.1661 -8.2165 2.1232
H: -1.7392 -7.2669 3.4126
H: -2.1793 -4.8059 3.3789

Values from the calculation:
LUMO energy (alpha / beta) ... -0.158 / -0.155 Eh
Total charge ... +1
M ... 705.81 g/mol
Spin multiplicity ... 4



The following is a quantum chemistry calculation of a 2-piece molecular cluster, C2H9NS2 overall in a non-equilibrium geometry, from OMol25.

Atoms and positions in Å:
S: -1.4515 -0.5501 -0.5412
S: -1.4068 -1.8576 1.0656
H: -2.3294 0.3508 -0.0159
H: -1.9729 -2.7940 0.3078
C: 1.9666 2.8580 -0.0660
C: 1.9117 1.5482 -0.9038
N: 1.9025 0.3075 -0.1661
H: 1.3524 2.8306 0.8300
H: 1.7919 3.7207 -0.6997
H: 3.0103 2.8387 0.2858
H: 2.6881 1.5299 -1.6634
H: 0.9398 1.6427 -1.3854
H: 0.9830 0.0622 0.1666
H: 2.5421 0.0883 0.5732

Values from the calculation:
LUMO energy ... 0.009 Eh
Total charge ... 0
M ... 111.23 g/mol
SMILES ... CCN.SS
ΔE to the lowest compared entry with this formula, charge and spin ... 73.9 kJ/mol



Q: Number 2 is which compound?
A: C52H134N10O16



Q: M of number 4 (C2H9NS2)?
A: 111.23 g/mol



Copy entry 1 word for word.
The following is a quantum chemistry calculation of a 2-piece molecular cluster, C12H14NO2 overall in a non-equilibrium geometry, from OMol25.

Atoms and positions in Å:
C: -1.3588 2.4532 -2.9642
C: -0.6305 -0.4536 -0.7043
C: -1.1684 0.1738 -1.9101
C: -0.8738 1.5502 -1.8577
C: -0.1234 1.7076 -0.7264
C: -0.7158 -1.8857 -0.4771
C: -1.2774 -2.5915 -1.5237
C: -1.7790 -1.9703 -2.6950
C: -1.9159 -0.5845 -2.8378
N: -0.1342 0.6015 0.1218
H: -0.2560 -2.1945 0.4592
H: -1.3141 -3.6791 -1.3434
H: 0.4999 0.4920 0.9807
H: -2.1146 -2.6844 -3.4050
H: 0.5710 2.5508 -0.3313
H: -2.4395 0.0181 -3.5952
H: -2.0104 3.1457 -2.4714
H: -1.9193 1.8698 -3.5926
H: -0.4661 2.8535 -3.4932
C: 1.9964 -0.8467 3.1318
C: 1.7511 -1.5797 1.8310
C: 1.7474 0.7391 3.1485
O: 1.0151 1.1642 2.2480
O: 2.3270 1.4500 3.9690
H: 1.5853 -1.3006 3.9289
H: 3.0003 -0.7753 3.4790
H: 1.8958 -1.0378 0.9398
H: 0.7965 -2.2207 1.6960
H: 2.4621 -2.4329 1.6695

Values from the calculation:
LUMO energy ... 0.122 Eh
Total charge ... -1
M ... 204.25 g/mol
ΔE to the lowest compared entry with this formula, charge and spin ... 198.4 kJ/mol



Q: Which of these has the highest total charge?
A: C27H28ErN2O4P2S